(1)
Formula: C17H39N2O8V2
Source: the Open Molecules 2025 dataset
Level of theory: the ωB97M-V functional and the def2-TZVPD basis

The geometry in XYZ format:
```
68
Properties=species:S:1:pos:R:3:lowdin_charge:R:1
O 27.1692 10.9547 35.7580 -0.268
V 27.0566 9.6199 36.6278 0.962
O 27.9808 8.6067 35.8874 -0.291
O 28.5099 6.4317 40.1604 -0.249
V 28.2793 7.8675 39.5825 1.098
O 27.6706 8.7744 40.6839 -0.276
C 24.9688 6.3311 37.2331 -0.042
C 25.7865 6.7269 38.4406 -0.339
O 26.6628 7.8348 38.2319 -0.390
H 24.5202 5.3590 37.4137 0.089
H 25.5726 6.2768 36.3262 0.068
H 24.2843 7.1694 37.0865 0.069
H 26.3465 5.8680 38.8297 0.106
H 25.1248 6.9412 39.2921 0.098
C 25.4499 10.3604 39.3933 -0.062
O 25.3767 10.5754 37.9767 -0.263
C 24.0273 10.4472 37.5101 -0.162
C 24.0619 10.4031 35.9886 -0.162
N 25.0241 9.4042 35.5686 -0.083
C 24.9366 9.0806 34.1169 -0.128
C 25.5382 7.7561 33.7618 -0.211
O 24.5545 6.7797 34.0713 -0.224
C 24.8547 5.4529 33.6208 -0.064
H 26.4245 10.4032 39.8654 0.069
H 25.0590 9.3515 39.5779 0.082
H 24.7189 11.0181 39.8694 0.111
H 23.4753 11.3323 37.8366 0.144
H 23.5029 9.5810 37.9301 0.136
H 24.2740 11.3882 35.5723 0.142
H 23.0492 10.1592 35.6482 0.144
H 24.7687 8.5669 36.0947 0.083
H 25.4915 9.9046 33.6588 0.137
H 23.9071 9.1454 33.7642 0.139
H 26.4319 7.4625 34.3293 0.112
H 25.8168 7.7402 32.7017 0.136
H 25.3388 4.9283 34.4451 0.083
H 25.3985 5.5141 32.6783 0.094
H 23.8932 4.9862 33.4143 0.094
C 24.2811 4.1559 42.5106 -0.026
C 22.9059 4.6947 42.8804 -0.515
C 22.8127 6.2139 42.9646 -0.138
C 22.8352 6.8370 41.5799 -0.195
C 21.6100 6.3913 40.7982 -0.128
C 21.5599 4.8526 40.6662 -0.519
N 21.8368 4.2548 41.9620 -0.111
O 21.6359 2.8681 42.0082 -0.005
C 20.1052 4.5506 40.3185 -0.036
C 22.4980 4.4037 39.5444 -0.029
C 22.5237 4.1507 44.2626 -0.036
H 24.9737 4.1096 43.3584 0.091
H 24.9063 4.7709 41.8491 0.070
H 24.2472 3.1582 42.0689 0.079
H 21.9000 6.4808 43.5016 0.128
H 23.6368 6.5830 43.5832 0.126
H 23.7551 6.5298 41.0623 0.076
H 23.0114 7.9132 41.6868 0.109
H 21.7571 6.8257 39.8038 0.113
H 20.7134 6.8132 41.2491 0.121
H 19.9230 3.4723 40.3165 0.083
H 19.3740 4.9688 41.0075 0.089
H 19.8474 4.8787 39.3074 0.088
H 23.5327 4.6842 39.7529 0.061
H 22.3746 3.3213 39.4455 0.089
H 22.2749 4.7970 38.5490 0.079
H 22.9966 4.7630 45.0390 0.088
H 22.7420 3.0925 44.3622 0.084
H 21.4815 4.3595 44.5157 0.094
H 22.4889 2.4345 41.8466 0.087
```

**Orbital gap**: 4.1 eV
**Net charge**: +1
**Total energy**: -88986.7294 eV
**HOMO**: -10.079 eV

(2)
Formula: C5H13NP
Source: the Open Molecules 2025 dataset
Level of theory: the ωB97M-V functional and the def2-TZVPD basis

The geometry in XYZ format:
```
20
Properties=species:S:1:pos:R:3:lowdin_charge:R:1
C 1.2839 0.8484 -1.0534 -0.038
N 0.8055 -0.2190 -0.1459 -0.286
C 1.7141 -0.3010 0.9940 0.021
C -0.5787 0.0123 0.1855 -0.552
P -1.0780 1.8658 0.6098 0.955
C -1.2985 -1.2620 0.6472 -0.127
C -1.5929 -0.9977 -0.7616 -0.008
H 0.9864 0.6958 -2.1519 0.148
H 1.0099 1.8242 -0.7191 0.038
H 2.3898 0.8107 -0.9604 0.106
H 0.8057 -1.1268 -0.7817 0.228
H 1.4280 -1.2750 1.4437 0.116
H 2.7648 -0.2469 0.6514 0.120
H 1.3051 0.5961 1.4947 0.109
H -2.0687 1.3674 1.3027 -0.136
H -1.8340 2.0752 -0.4824 -0.113
H -2.0506 -1.0565 1.4175 0.118
H -0.5596 -2.0357 1.0151 0.130
H -1.0933 -1.2648 -1.6606 0.092
H -2.3386 -0.3104 -1.0446 0.079
```

**Orbital gap**: 10.5 eV
**Net charge**: +1
**Relative energy (zero: lowest compared OMol25 entry of this formula, charge and spin)**: 67.02 kcal per mole
**Total energy**: -16164.7170 eV
**HOMO**: -13.630 eV
**SMILES string**: C[NH+](C)C1(P)CC1

(3)
Formula: C17H19NPSTb
Source: the Open Molecules 2025 dataset
Level of theory: the ωB97M-V functional and the def2-TZVPD basis

The geometry in XYZ format:
```
40
Properties=species:S:1:pos:R:3:lowdin_spin:R:1
C -0.4491 -1.0257 -4.5166 -0.052
C -0.6650 -0.1256 -5.5240 -0.008
C -0.4522 1.2901 -5.5521 -0.029
C 0.1689 2.0659 -4.5252 -0.011
C 0.6171 1.6645 -3.3005 -0.060
Tb -0.6610 0.0455 -2.4772 6.207
P 0.1206 -2.6541 -1.8209 -0.012
H -0.5520 -2.0856 -4.8064 -0.001
H -1.0468 -0.4912 -6.4999 0.000
H -0.6715 1.8218 -6.4900 -0.002
H 1.2402 2.3654 -2.7159 -0.002
H 0.3310 3.1243 -4.8100 -0.001
H 1.3492 -3.0206 -1.2179 0.001
H 0.1260 -3.7595 -2.7022 -0.003
H -0.6611 -3.3293 -0.8472 0.001
N 0.2994 0.4435 -0.4788 -0.019
S -0.7997 0.0722 0.6823 -0.010
C -0.0875 -1.2782 1.5989 0.001
C -0.9558 -2.0819 2.3615 0.000
C -0.4337 -3.1329 3.1055 0.000
C 0.9378 -3.4066 3.0702 0.000
C 1.7856 -2.6233 2.2818 0.000
C 1.2760 -1.5566 1.5420 0.000
C -0.6185 1.4607 1.8249 0.000
C -0.7374 2.7667 1.3260 -0.001
C -0.5400 3.8556 2.1784 0.000
C -0.2635 3.6525 3.5358 -0.001
C -0.1843 2.3511 4.0368 0.000
C -0.3697 1.2546 3.1894 -0.001
H 0.8491 1.2716 -0.2062 0.000
H -2.0264 -1.8689 2.3457 0.000
H -1.0994 -3.7525 3.7101 0.000
H 1.3405 -4.2383 3.6497 0.000
H 2.8527 -2.8502 2.2340 0.000
H 1.9125 -0.9556 0.8905 0.000
H -0.9610 2.9298 0.2703 0.000
H -0.5984 4.8695 1.7793 0.000
H -0.1070 4.5068 4.1976 0.000
H 0.0331 2.1836 5.0946 0.000
H -0.2987 0.2411 3.5855 0.000
```

**Orbital gap (spin up / spin down)**: 4.1 / 4.2 eV
**Net charge**: 0
**Multiplicity**: 7
**Total energy**: -61978.3654 eV
**HOMO (spin up / spin down)**: -4.586 / -4.657 eV